{"formula": "C6H9N", "method": "ωB97M-V/def2-TZVPD", "multiplicity": 1, "e_lumo_ev": 1.1, "symbols": ["C", "C", "C", "C", "N", "C", "C", "H", "H", "H", "H", "H", "H", "H", "H", "H"], "positions_angstrom": [[1.986, -0.079, -0.089], [0.510, 0.117, 0.015], [-0.473, -0.756, 0.733], [-1.055, -1.168, -0.573], [-0.495, 0.231, -1.146], [-1.172, 1.313, -0.351], [-0.513, 0.766, 0.886], [2.552, 0.804, -0.400], [2.190, -0.884, -0.806], [2.355, -0.405, 0.889], [-0.386, -1.334, 1.645], [-0.421, -1.804, -1.192], [-2.044, -1.683, -0.532], [-2.257, 1.316, -0.476], [-0.772, 2.314, -0.580], [-0.363, 1.199, 1.870]], "atomic_forces_ev_per_a": [[0.014, 0.037, 0.021], [0.350, -0.237, 0.250], [0.186, -0.316, 0.266], [0.100, 0.369, -0.226], [-0.406, -0.545, -0.048], [-0.333, -0.102, 0.029], [-0.065, 0.180, 0.251], [-0.195, -0.040, 0.007], [-0.026, 0.140, 0.116], [0.043, 0.098, -0.135], [0.401, -0.113, -0.147], [0.135, -0.376, 0.530], [-0.071, 1.378, -0.716], [-0.029, 0.007, 0.207], [-0.035, -0.495, -0.273], [-0.069, 0.013, -0.131]], "lowdin_charge": [-0.01, -0.39, -0.17, -0.09, 0.02, -0.14, -0.14, 0.08, 0.08, 0.08, 0.13, 0.10, 0.11, 0.11, 0.12, 0.13]}



{"formula": "C30H28BN6OOsSe4", "method": "ωB97M-V/def2-TZVPD", "charge": -1, "s2": 6.03, "multiplicity": 5, "e_lumo_ev": [2.3, -0.3], "symbols": ["Os", "C", "C", "C", "C", "N", "N", "B", "N", "N", "C", "C", "C", "C", "C", "C", "C", "C", "C", "C", "N", "N", "C", "C", "C", "C", "C", "C", "C", "C", "C", "C", "C", "C", "C", "C", "C", "C", "H", "H", "H", "H", "H", "H", "H", "H", "H", "H", "H", "H", "H", "H", "H", "H", "H", "H", "H", "H", "H", "H", "H", "H", "H", "H", "H", "H", "Se", "Se", "Se", "Se", "O"], "positions_angstrom": [[-0.536, -1.168, 0.392], [2.027, 0.129, -4.653], [1.025, -0.736, -3.961], [0.243, -1.769, -4.468], [-0.522, -2.217, -3.374], [-0.188, -1.494, -2.303], [0.730, -0.578, -2.669], [1.747, 0.279, -0.955], [0.674, 1.348, -0.899], [-0.520, 1.116, -0.261], [-1.171, 2.314, -0.297], [-0.394, 3.248, -0.984], [0.762, 2.596, -1.347], [1.950, 3.111, -2.085], [-2.503, 2.645, 0.259], [-3.012, 3.941, 0.187], [-4.260, 4.220, 0.722], [-5.012, 3.227, 1.332], [-4.517, 1.932, 1.408], [-3.273, 1.663, 0.869], [2.465, 0.836, 0.897], [1.758, 0.343, 1.949], [2.477, 0.562, 3.064], [3.683, 1.186, 2.709], [3.613, 1.354, 1.336], [4.593, 1.995, 0.409], [2.074, 0.161, 4.421], [2.986, 0.291, 5.471], [2.667, -0.115, 6.755], [1.428, -0.679, 7.021], [0.510, -0.808, 5.989], [0.821, -0.376, 4.708], [-1.537, -3.279, -3.361], [-1.645, -4.154, -4.443], [-2.614, -5.143, -4.468], [-3.499, -5.281, -3.408], [-3.395, -4.422, -2.323], [-2.425, -3.432, -2.297], [2.133, -0.172, -5.695], [3.005, 0.059, -4.173], [1.724, 1.178, -4.635], [0.198, -2.100, -5.494], [2.762, 0.561, -1.519], [-0.645, 4.274, -1.187], [1.792, 4.158, -2.342], [2.117, 2.544, -3.001], [2.854, 3.028, -1.482], [-2.442, 4.735, -0.279], [-4.652, 5.229, 0.665], [-5.984, 3.465, 1.745], [-5.087, 1.141, 1.877], [-2.780, 0.713, 0.850], [4.468, 1.538, 3.360], [5.479, 2.316, 0.956], [4.164, 2.875, -0.077], [4.905, 1.302, -0.375], [3.967, 0.706, 5.275], [3.396, -0.001, 7.550], [1.183, -1.018, 8.020], [-0.453, -1.268, 6.163], [0.086, -0.459, 3.921], [-0.953, -4.062, -5.271], [-2.675, -5.812, -5.319], [-4.257, -6.054, -3.423], [-4.068, -4.523, -1.481], [-2.360, -2.766, -1.447], [0.285, -3.377, 0.701], [-0.976, -4.466, 2.366], [-3.024, -3.989, 1.405], [-2.747, -1.651, 1.398], [1.377, -0.951, -0.396]], "atomic_forces_ev_per_a": [[0.371, 0.223, -0.815], [-0.003, 0.009, 0.005], [-0.185, -0.287, -0.038], [0.010, 0.046, -0.051], [0.240, 0.014, -0.134], [-0.658, 0.223, 0.462], [0.316, -0.072, 0.186], [0.031, 0.876, 0.310], [-0.574, -0.138, 0.151], [0.157, 0.290, 0.018], [0.012, -0.187, -0.180], [-0.161, 0.119, 0.088], [0.072, -0.052, 0.073], [-0.017, -0.021, 0.001], [0.061, -0.230, 0.062], [0.002, 0.007, 0.011], [0.034, 0.100, -0.041], [-0.122, -0.065, 0.073], [0.115, -0.022, -0.071], [0.560, 0.275, -0.309], [-0.830, -0.629, 0.083], [-0.161, -0.046, 0.290], [-0.047, -0.118, -0.667], [0.109, 0.353, 0.019], [0.401, -0.120, -0.046], [0.070, -0.032, -0.003], [-0.006, -0.012, -0.063], [0.024, -0.014, 0.032], [0.022, 0.027, -0.012], [-0.072, -0.051, 0.044], [0.051, 0.016, -0.143], [-0.046, -0.028, 0.019], [-0.016, 0.038, 0.007], [0.003, -0.036, -0.014], [0.004, 0.005, -0.005], [-0.007, -0.004, 0.009], [0.019, -0.012, -0.013], [-0.019, 0.008, -0.019], [0.011, -0.005, -0.002], [0.017, 0.008, 0.006], [-0.010, -0.025, -0.039], [-0.023, -0.009, 0.011], [-0.142, -0.258, -0.127], [0.059, -0.032, -0.027], [0.003, 0.003, -0.005], [0.002, 0.022, 0.022], [-0.096, 0.022, -0.074], [-0.058, -0.031, 0.044], [0.010, 0.002, -0.003], [-0.001, -0.012, 0.006], [-0.022, -0.023, 0.015], [-0.439, -0.482, 0.336], [0.002, 0.029, -0.044], [0.008, -0.009, 0.003], [0.095, -0.020, 0.092], [0.008, 0.024, -0.023], [-0.024, -0.020, 0.012], [-0.002, -0.010, 0.000], [-0.004, 0.002, -0.002], [-0.086, 0.034, 0.081], [-0.007, -0.077, -0.139], [0.000, 0.001, 0.009], [-0.002, -0.001, 0.001], [-0.001, 0.001, -0.001], [-0.009, -0.010, 0.002], [0.005, 0.013, -0.013], [-0.010, 0.098, 0.159], [0.067, 0.038, -0.124], [-0.010, 0.035, 0.042], [0.495, 0.457, -0.190], [0.401, -0.217, 0.658]], "lowdin_charge": [0.85, -0.04, -0.34, 0.00, -0.26, 0.02, 0.02, -0.63, -0.01, 0.04, -0.20, 0.02, -0.26, 0.00, -0.15, -0.04, -0.10, -0.10, -0.07, -0.07, 0.03, 0.07, -0.26, -0.01, -0.34, -0.04, -0.16, -0.05, -0.11, -0.12, -0.09, -0.03, -0.16, -0.05, -0.10, -0.11, -0.10, -0.05, 0.07, 0.07, 0.06, 0.09, 0.09, 0.10, 0.08, 0.06, 0.05, 0.10, 0.10, 0.10, 0.10, -0.05, 0.09, 0.07, 0.05, 0.08, 0.09, 0.09, 0.09, 0.10, 0.10, 0.10, 0.09, 0.09, 0.07, 0.04, 0.11, -0.05, -0.06, 0.01, -0.21]}



{"formula": "C5H5NO", "method": "ωB97M-V/def2-TZVPD", "multiplicity": 1, "e_lumo_ev": -0.1, "symbols": ["C", "C", "C", "O", "C", "C", "N", "H", "H", "H", "H", "H"], "positions_angstrom": [[2.487, -0.911, -0.125], [1.682, -0.019, -0.012], [0.640, 1.017, 0.081], [0.848, 2.127, 0.521], [-0.714, 0.596, -0.449], [-1.256, -0.722, -0.061], [-1.871, 0.509, 0.430], [3.226, -1.689, -0.211], [-0.918, 1.011, -1.435], [-0.641, -1.319, 0.613], [-1.861, -1.307, -0.747], [-1.623, 0.706, 1.395]], "atomic_forces_ev_per_a": [[-0.179, 0.281, 0.070], [0.327, -0.201, -0.029], [0.021, 0.313, 0.135], [0.001, -0.719, -0.195], [0.109, -0.082, -0.204], [0.055, -0.304, -0.004], [-0.004, 0.165, 0.199], [-0.320, 0.335, 0.029], [0.013, -0.057, 0.099], [-0.147, 0.145, -0.053], [0.078, 0.157, 0.026], [0.047, -0.033, -0.071]], "lowdin_charge": [0.15, -0.03, -0.38, 0.12, -0.26, -0.14, 0.04, 0.04, 0.15, 0.11, 0.10, 0.10]}



{"formula": "C4H8NOP", "method": "ωB97M-V/def2-TZVPD", "multiplicity": 1, "e_lumo_ev": 0.5, "symbols": ["C", "C", "C", "C", "N", "O", "P", "H", "H", "H", "H", "H", "H", "H", "H"], "positions_angstrom": [[1.338, 1.193, 0.291], [-0.978, 0.914, -0.413], [-1.228, -0.308, 0.302], [-0.075, -1.260, 0.372], [1.937, 2.286, 0.144], [2.018, -0.954, -0.871], [1.615, -0.583, 0.620], [-1.622, 1.723, -0.073], [-0.722, 0.904, -1.398], [-1.553, -0.033, 1.374], [-2.039, -0.824, -0.177], [-0.207, -1.900, 1.274], [0.114, -2.039, -0.470], [2.872, 2.422, 0.161], [2.744, -0.554, -1.284]], "atomic_forces_ev_per_a": [[-1.815, 2.103, -0.826], [1.716, 2.082, 3.076], [-0.551, 0.006, 1.807], [1.128, -2.665, 0.862], [-5.236, -2.161, -0.409], [-0.450, -1.574, -1.875], [-0.135, 0.427, 1.544], [0.438, 0.246, -0.336], [0.499, -0.111, -2.721], [0.352, -0.577, -1.583], [-0.763, -0.552, -0.080], [-0.159, 0.202, -0.530], [-0.703, 1.608, 1.064], [3.932, 0.083, 0.624], [1.747, 0.885, -0.618]], "lowdin_charge": [-0.29, -0.04, -0.38, -0.38, 0.07, -0.33, 0.81, 0.06, 0.02, 0.14, 0.10, 0.06, 0.11, -0.01, 0.03]}



ΔE to the lowest compared entry with this formula, charge and spin per entry: 3.868, 0.000, 3.416, 4.271 eV
Max |F| per entry: 1.55, 1.04, 0.75, 5.68 eV/A